Formula: C3H9F4KN2O12PS4
Source: OMol25
Level of theory: ωB97M-V/def2-TZVPD

Last column: natural (NBO) charge in e.
Positions of all 36 atoms, in Å:
1 K -1.828 -18.217 -20.148  0.967
2 N -4.068 -19.795 -20.934  -1.119
3 S -4.890 -18.713 -21.483  2.444
4 O -4.888 -17.464 -20.699  -0.955
5 O -5.893 -18.897 -22.457  -0.897
6 F -3.746 -18.463 -22.531  -0.544
7 S -5.241 -20.447 -19.854  2.345
8 O -6.134 -21.415 -20.474  -0.868
9 O -5.756 -19.569 -18.816  -0.879
10 F -4.135 -21.357 -19.034  -0.512
11 N -0.195 -19.823 -21.692  -1.124
12 S 0.794 -21.139 -21.618  2.357
13 O 2.260 -21.066 -21.448  -0.865
14 O 0.283 -22.326 -22.227  -0.871
15 F 0.417 -21.438 -20.064  -0.537
16 S 0.571 -19.217 -22.861  2.393
17 O 0.341 -19.882 -24.145  -0.896
18 O 1.901 -18.626 -22.712  -0.915
19 F -0.289 -17.858 -22.971  -0.523
20 C 1.748 -19.460 -18.525  -0.254
21 O 1.606 -18.343 -17.653  -0.818
22 P 1.302 -16.785 -18.177  2.578
23 O 0.291 -16.700 -19.214  -1.143
24 O 1.010 -16.001 -16.805  -0.795
25 C 0.683 -14.592 -16.934  -0.248
26 O 2.823 -16.354 -18.510  -0.828
27 C 3.373 -16.461 -19.914  -0.280
28 H 1.476 -19.178 -19.542  0.190
29 H 1.039 -20.206 -18.166  0.196
30 H 2.705 -19.980 -18.542  0.198
31 H 1.241 -14.259 -17.810  0.187
32 H 1.085 -14.115 -16.040  0.199
33 H -0.385 -14.423 -17.074  0.197
34 H 4.031 -17.308 -20.108  0.203
35 H 4.025 -15.672 -20.290  0.196
36 H 2.612 -16.562 -20.688  0.223

Properties
charge	-1
energy above the lowest of the compared OMol25 structures with the same formula, charge and spin	77.64	kcal/mol
Kohn-Sham gap	9.54	eV
highest occupied orbital energy	-7.694	eV


Formula: C3H9FN3O
Source: OMol25
Level of theory: ωB97M-V/def2-TZVPD

Last column: natural (NBO) charge in e.
Positions of all 17 atoms, in Å:
1 C -0.056 -0.426 2.168  -0.417
2 N 1.174 -0.112 1.004  0.100
3 F 1.770 -1.376 0.920  -0.221
4 N 0.622 0.153 -0.198  -0.273
5 C -0.037 -0.857 -1.002  -0.471
6 C 0.661 1.373 -0.687  0.806
7 N 0.231 1.754 -1.850  -0.745
8 O 1.309 2.342 0.038  -0.608
9 H -0.229 0.438 2.854  0.239
10 H -0.887 -0.758 1.658  0.196
11 H 0.316 -1.223 2.796  0.241
12 H 0.606 -1.330 -1.734  0.246
13 H -0.407 -1.684 -0.294  0.260
14 H -0.952 -0.498 -1.578  0.223
15 H -0.336 1.119 -2.478  0.443
16 H 0.375 2.684 -2.196  0.457
17 H 1.703 1.859 0.806  0.525

Properties
charge	+1
energy above the lowest of the compared OMol25 structures with the same formula, charge and spin	23.47	kcal/mol
Kohn-Sham gap	11.46	eV
highest occupied orbital energy	-14.645	eV


Formula: C3H9FNO2P
Source: OMol25
Level of theory: ωB97M-V/def2-TZVPD

Last column: natural (NBO) charge in e.
Positions of all 17 atoms, in Å:
1 C 0.639 -1.678 -0.997  -0.091
2 C 0.525 1.755 1.985  -0.426
3 C -0.666 -1.120 -1.572  -0.103
4 N 0.141 1.592 0.599  -0.855
5 O 0.655 -1.684 0.408  -0.724
6 O -0.829 0.250 -1.301  -0.823
7 F -2.035 2.126 -0.490  -0.583
8 P -1.287 0.818 0.165  1.439
9 H 0.797 -2.686 -1.401  0.168
10 H 1.474 -1.042 -1.302  0.180
11 H -0.033 -2.274 0.731  0.464
12 H -0.349 2.068 2.555  0.206
13 H 0.922 0.835 2.430  0.198
14 H 1.287 2.534 2.054  0.203
15 H -1.512 -1.699 -1.183  0.171
16 H -0.653 -1.206 -2.662  0.197
17 H 0.922 1.410 -0.019  0.379

Properties
multiplicity	3
energy above the lowest of the compared OMol25 structures with the same formula, charge and spin	0.00	kcal/mol
Kohn-Sham gap (alpha / beta)	4.98 / 7.02	eV
highest occupied orbital energy (alpha / beta)	-4.129 / -9.750	eV


Formula: C3H9INO2
Source: OMol25
Level of theory: ωB97M-V/def2-TZVPD

Last column: natural (NBO) charge in e.
Positions of all 16 atoms, in Å:
1 C -0.677 1.327 -1.358  -0.150
2 C 0.624 0.888 -0.831  0.206
3 C 1.715 -1.220 1.891  0.362
4 N 0.715 0.191 0.223  -0.640
5 O -1.633 0.498 -0.847  -0.728
6 O 0.767 -1.095 2.656  -0.513
7 I -1.619 -3.007 0.633  -0.154
8 H -1.004 2.362 -1.063  0.221
9 H -0.515 1.285 -2.390  0.197
10 H 1.599 1.345 -1.277  0.214
11 H 1.988 -1.952 1.112  0.235
12 H -0.057 -0.220 0.547  0.340
13 H 2.462 -0.488 2.166  0.210
14 H -2.537 -4.356 0.395  0.175
15 H -2.506 0.648 -1.115  0.500
16 H 0.020 -1.703 2.413  0.526

Properties
charge	+1
energy above the lowest of the compared OMol25 structures with the same formula, charge and spin	62.20	kcal/mol
Kohn-Sham gap	8.95	eV
highest occupied orbital energy	-13.771	eV


Formula: C3H9ISi
Source: OMol25
Level of theory: ωB97M-V/def2-TZVPD

Last column: natural (NBO) charge in e.
Positions of all 14 atoms, in Å:
1 C -0.270 -1.848 -0.222  -1.089
2 Si -0.258 -0.105 0.532  1.334
3 C 1.181 0.949 -0.169  -1.078
4 C -1.719 0.986 0.013  -0.748
5 I -4.117 -0.003 -0.014  -0.128
6 H 0.697 -2.102 -0.648  0.240
7 H -0.498 -2.595 0.533  0.248
8 H -1.013 -1.946 -1.007  0.251
9 H -0.202 -0.156 1.999  -0.181
10 H 1.787 1.362 0.630  0.243
11 H 1.836 0.359 -0.803  0.241
12 H 0.821 1.784 -0.763  0.237
13 H -1.940 1.818 0.665  0.218
14 H -1.733 1.287 -1.023  0.213

Properties
energy above the lowest of the compared OMol25 structures with the same formula, charge and spin	37.99	kcal/mol
Kohn-Sham gap	8.44	eV
highest occupied orbital energy	-9.240	eV


Formula: C3H9InO4P
Source: OMol25
Level of theory: ωB97M-V/def2-TZVPD

Last column: Mulliken charge in e.
Positions of all 18 atoms, in Å:
1 O -1.141 1.737 2.292  -0.655
2 P -1.680 0.463 1.739  0.570
3 O -2.725 -0.242 2.781  -0.511
4 O -2.806 0.814 0.573  -0.574
5 In 0.251 -1.049 0.944  0.633
6 C 1.665 0.341 -0.036  -1.258
7 C 1.901 -0.032 -1.469  0.451
8 C 0.789 -0.297 -2.391  -0.435
9 O 1.669 0.901 -2.505  -0.528
10 H -3.628 -0.190 2.450  0.276
11 H -2.438 1.521 0.034  0.303
12 H -0.302 -2.327 -0.137  -0.354
13 H 0.956 -1.763 2.393  -0.359
14 H 1.338 1.382 -0.023  0.400
15 H 2.618 0.235 0.485  0.327
16 H 2.778 -0.665 -1.645  0.285
17 H -0.196 0.128 -2.244  0.200
18 H 0.952 -0.954 -3.241  0.231

Properties
charge	-1
Kohn-Sham gap	8.13	eV
highest occupied orbital energy	-4.979	eV


Formula: C3H9N
Source: OMol25
Level of theory: ωB97M-V/def2-TZVPD

Last column: natural (NBO) charge in e.
Positions of all 13 atoms, in Å:
1 C 0.349 1.048 0.842  -0.421
2 N 0.544 -0.138 -0.026  -0.437
3 C -0.218 -1.300 0.465  -0.428
4 C 0.065 0.188 -1.396  -0.412
5 H -0.411 1.769 0.491  0.168
6 H 1.239 1.674 0.918  0.197
7 H 0.035 0.712 1.821  0.194
8 H -0.780 -1.077 1.377  0.185
9 H -1.010 -1.597 -0.227  0.189
10 H 0.472 -2.090 0.766  0.203
11 H 0.163 -0.753 -1.925  0.203
12 H 0.546 1.080 -1.784  0.202
13 H -0.993 0.485 -1.322  0.157

Properties
energy above the lowest of the compared OMol25 structures with the same formula, charge and spin	26.31	kcal/mol
Kohn-Sham gap	9.74	eV
highest occupied orbital energy	-8.544	eV


Formula: C3H9N
Source: OMol25
Level of theory: ωB97M-V/def2-TZVPD

Last column: natural (NBO) charge in e.
Positions of all 13 atoms, in Å:
1 C 1.502 -0.092 -0.158  -0.640
2 C 0.356 0.015 0.875  -0.219
3 N -0.823 0.674 0.426  -0.620
4 C -1.523 -0.115 -0.568  -0.416
5 H 2.406 -0.668 0.189  0.214
6 H 1.173 -0.697 -1.055  0.202
7 H 1.858 0.916 -0.466  0.201
8 H 0.065 -1.001 1.203  0.181
9 H 0.727 0.496 1.755  0.190
10 H -0.574 1.622 0.116  0.351
11 H -0.983 -0.351 -1.524  0.166
12 H -1.705 -1.111 -0.046  0.187
13 H -2.480 0.310 -0.748  0.202

Properties
energy above the lowest of the compared OMol25 structures with the same formula, charge and spin	14.50	kcal/mol
Kohn-Sham gap	9.98	eV
highest occupied orbital energy	-8.752	eV


Formula: C3H9N
Source: OMol25
Level of theory: ωB97M-V/def2-TZVPD

Last column: natural (NBO) charge in e.
Positions of all 13 atoms, in Å:
1 C -0.651 -1.178 0.780  -0.778
2 C 1.266 0.435 0.262  -0.423
3 C -1.034 0.500 -0.865  -0.391
4 N 0.093 -0.349 -0.212  -0.364
5 H 0.406 -0.988 -0.940  0.406
6 H 0.084 -1.875 1.225  0.143
7 H -0.965 -0.496 1.588  0.139
8 H 1.945 -0.241 0.784  0.223
9 H 1.784 0.927 -0.563  0.191
10 H 0.921 1.187 0.972  0.214
11 H -1.512 1.098 -0.093  0.218
12 H -0.580 1.146 -1.616  0.182
13 H -1.757 -0.168 -1.322  0.241

Properties
energy above the lowest of the compared OMol25 structures with the same formula, charge and spin	76.59	kcal/mol
Kohn-Sham gap	7.06	eV
highest occupied orbital energy	-6.294	eV


Formula: C3H9N
Source: OMol25
Level of theory: ωB97M-V/def2-TZVPD

Last column: natural (NBO) charge in e.
Positions of all 13 atoms, in Å:
1 C 0.546 -0.791 -1.087  -0.632
2 C 0.864 -0.512 0.372  -0.228
3 N 0.084 0.727 0.715  -0.608
4 C -1.340 0.589 0.274  -0.446
5 H 1.362 -1.389 -1.654  0.225
6 H -0.574 -1.132 -1.131  0.215
7 H 0.544 0.301 -1.567  0.187
8 H 0.611 -1.284 0.977  0.190
9 H 1.958 -0.225 0.517  0.191
10 H 0.421 1.459 0.044  0.337
11 H -1.457 0.273 -0.814  0.172
12 H -1.952 -0.334 0.774  0.186
13 H -1.917 1.524 0.497  0.212

Properties
energy above the lowest of the compared OMol25 structures with the same formula, charge and spin	41.83	kcal/mol
Kohn-Sham gap	10.09	eV
highest occupied orbital energy	-8.967	eV


Formula: C3H9N
Source: OMol25
Level of theory: ωB97M-V/def2-TZVPD

Last column: natural (NBO) charge in e.
Positions of all 13 atoms, in Å:
1 C 0.839 1.304 0.594  -0.406
2 C 0.373 0.523 1.584  -0.166
3 C -0.489 -0.672 1.329  -0.653
4 H 0.913 2.368 0.804  0.199
5 H 0.892 0.981 -0.434  0.185
6 H 0.471 0.934 2.584  0.193
7 H -1.467 -0.505 1.782  0.224
8 H -0.735 -0.741 0.267  0.204
9 H -0.020 -1.622 1.570  0.218
10 N 0.106 -0.661 -2.551  -1.062
11 H -0.209 -1.540 -2.175  0.359
12 H -0.192 0.125 -1.984  0.353
13 H -0.482 -0.495 -3.370  0.352

Properties
energy above the lowest of the compared OMol25 structures with the same formula, charge and spin	28.69	kcal/mol
Kohn-Sham gap	10.47	eV
highest occupied orbital energy	-9.391	eV


Formula: C3H9N
Source: OMol25
Level of theory: ωB97M-V/def2-TZVPD

Last column: natural (NBO) charge in e.
Positions of all 13 atoms, in Å:
1 C 0.286 0.396 -1.314  -0.623
2 C 0.135 -0.421 -0.012  -0.044
3 C 0.523 0.480 1.190  -0.612
4 N -1.218 -0.883 0.138  -0.895
5 H 1.118 0.006 -1.905  0.211
6 H -0.634 0.377 -1.890  0.216
7 H 0.489 1.432 -1.052  0.200
8 H 0.785 -1.293 0.007  0.190
9 H -0.362 1.025 1.485  0.207
10 H 0.986 -0.096 1.998  0.206
11 H 1.353 1.114 0.888  0.195
12 H -1.440 -1.855 0.296  0.379
13 H -2.022 -0.282 0.171  0.371

Properties
energy above the lowest of the compared OMol25 structures with the same formula, charge and spin	12.57	kcal/mol
Kohn-Sham gap	9.74	eV
highest occupied orbital energy	-8.470	eV


Formula: C3H9N2
Source: OMol25
Level of theory: ωB97M-V/def2-TZVPD

Last column: natural (NBO) charge in e.
Positions of all 14 atoms, in Å:
1 C 0.589 -2.149 0.063  -0.638
2 C -0.403 -1.053 -0.402  -0.215
3 N -0.067 2.661 0.534  -0.804
4 C -0.310 1.682 -0.266  0.059
5 N 0.112 0.398 -0.086  -0.656
6 H 0.061 -2.854 0.735  0.222
7 H 0.946 -2.919 -0.741  0.216
8 H 1.455 -1.699 0.534  0.216
9 H -0.715 -0.883 -1.404  0.194
10 H -1.433 -1.257 0.161  0.176
11 H 0.584 2.614 1.266  0.378
12 H -0.756 3.366 0.631  0.371
13 H -1.113 1.821 -0.954  0.139
14 H 1.052 0.272 -0.071  0.341

Properties
multiplicity	2
energy above the lowest of the compared OMol25 structures with the same formula, charge and spin	36.46	kcal/mol
Kohn-Sham gap (alpha / beta)	5.98 / 9.63	eV
highest occupied orbital energy (alpha / beta)	-4.733 / -8.465	eV


Formula: C3H9N2
Source: OMol25
Level of theory: ωB97M-V/def2-TZVPD

Last column: natural (NBO) charge in e.
Positions of all 14 atoms, in Å:
1 C -0.388 -1.805 0.539  -0.419
2 N -0.005 -0.599 -0.182  -0.404
3 C 1.383 0.047 -0.056  -0.250
4 C 0.071 0.751 0.283  0.026
5 N -0.471 1.649 -0.724  -0.700
6 H -1.432 -1.809 0.944  0.227
7 H -0.104 -2.650 -0.046  0.233
8 H 0.147 -1.853 1.421  0.191
9 H 1.754 0.016 -1.035  0.220
10 H 2.056 -0.318 0.700  0.235
11 H 0.160 1.163 1.326  0.250
12 H -0.976 0.919 -1.299  0.475
13 H 0.283 1.903 -1.353  0.454
14 H -1.123 2.400 -0.443  0.464

Properties
charge	+1
energy above the lowest of the compared OMol25 structures with the same formula, charge and spin	66.66	kcal/mol
Kohn-Sham gap	10.85	eV
highest occupied orbital energy	-14.417	eV


Formula: C3H9N2
Source: OMol25
Level of theory: ωB97M-V/def2-TZVPD

Last column: natural (NBO) charge in e.
Positions of all 14 atoms, in Å:
1 C 1.878 0.990 -0.845  -0.259
2 C 1.505 -0.235 -0.423  -0.045
3 N 0.833 -1.199 -1.171  -0.725
4 H 1.635 1.253 -1.874  0.222
5 H 2.451 1.697 -0.252  0.240
6 H 1.645 -0.459 0.636  0.196
7 H -0.139 -0.834 -1.072  0.351
8 H 0.718 -1.990 -0.530  0.371
9 C -1.486 -0.490 0.492  0.172
10 N -2.396 0.363 1.260  -0.800
11 H -0.673 0.152 0.102  0.215
12 H -1.139 -1.214 1.263  0.207
13 H -2.970 0.907 0.615  0.401
14 H -1.864 1.056 1.800  0.454

Properties
charge	+1
energy above the lowest of the compared OMol25 structures with the same formula, charge and spin	171.36	kcal/mol
Kohn-Sham gap	5.01	eV
highest occupied orbital energy	-14.016	eV


Formula: C3H9N2
Source: OMol25
Level of theory: ωB97M-V/def2-TZVPD

Last column: natural (NBO) charge in e.
Positions of all 14 atoms, in Å:
1 C -1.809 0.402 -0.226  0.062
2 C -1.036 -0.693 -0.386  -0.611
3 C 2.142 0.334 0.284  0.160
4 N -2.872 0.441 0.613  -0.788
5 N 3.114 -0.276 -0.266  -0.633
6 H -1.735 1.314 -0.837  0.194
7 H -0.155 -0.797 -0.983  0.199
8 H -1.527 -1.403 0.244  0.196
9 H 1.533 0.935 -0.352  0.240
10 H 1.855 0.116 1.378  0.257
11 H -3.537 1.168 0.574  0.409
12 H 3.505 -1.265 -0.051  0.475
13 H 3.603 0.218 -1.043  0.448
14 H -3.082 -0.493 1.052  0.392

Properties
charge	+1
energy above the lowest of the compared OMol25 structures with the same formula, charge and spin	76.39	kcal/mol
Kohn-Sham gap	5.51	eV
highest occupied orbital energy	-11.387	eV


| no. | molar mass (g/mol) |
| --- | --- |
| 1 | 539.44 |
| 2 | 122.12 |
| 3 | 141.08 |
| 4 | 218.01 |
| 5 | 200.10 |
| 6 | 254.89 |
| 7 | 59.11 |
| 8 | 59.11 |
| 9 | 59.11 |
| 10 | 59.11 |
| 11 | 59.11 |
| 12 | 59.11 |
| 13 | 73.12 |
| 14 | 73.12 |
| 15 | 73.12 |
| 16 | 73.12 |